A 2-piece molecular cluster, C4H12O3 overall in a non-equilibrium geometry. Source: OMol25; level of theory: wB97M-V/def2-TZVPD.

Summary:
- Calculated total energy: -10484.348 eV
- SMILES string: OCCCCO.O
- Lowest unoccupied orbital energy: 0.62 eV
- HOMO: -10.32 eV
- Energy above the lowest of the compared OMol25 structures with the same formula, charge and spin: 0.791 eV

XYZ file:
```
19
Properties=species:S:1:pos:R:3:forces:R:3
O 0.02209 2.43575 1.45711 -0.22 -0.01 -0.44
C 0.30810 1.14788 0.91500 -0.16 -0.49 1.21
C -0.83582 0.16626 1.17313 -0.58 0.67 -1.07
C -0.64688 -1.10300 0.31955 0.64 0.39 0.98
C -0.83919 -0.90180 -1.16920 -0.45 -0.31 -0.84
O -2.13664 -0.36162 -1.48422 0.69 -1.02 0.01
H 0.69771 3.04196 1.13382 -0.09 -0.04 0.11
H 0.54257 1.17293 -0.14449 0.15 0.21 -0.16
H 1.14944 0.74406 1.48943 0.34 -0.06 -0.47
H -1.79659 0.58752 0.85738 0.08 0.32 0.01
H -0.98005 0.02764 2.23951 0.31 -0.49 0.14
H -1.31778 -1.88143 0.67453 -0.17 -0.06 -0.12
H 0.36631 -1.47419 0.50683 0.09 -0.18 -0.10
H -0.72567 -1.87180 -1.65840 -0.51 -0.12 0.03
H -0.10547 -0.30370 -1.72037 0.30 0.30 0.63
H -2.05444 0.53602 -1.19264 -0.41 0.90 0.10
O 2.79651 -0.27869 -1.00410 -0.04 -0.13 -0.04
H 2.06714 -0.90445 -0.94620 -0.06 0.05 0.06
H 3.48867 -0.77934 -1.44667 0.10 0.08 -0.02
```
Forces are in eV/Å.

Atom charges from the Mulliken analysis, given in e for atoms 1 to 4: atom 1 (O): -0.5431, atom 2 (C): -0.3203, atom 3 (C): -0.8032, atom 4 (C): -0.3268